# 1
C25H21F2N5O as an isolated structure, computed with ωB97M-V with the def2-TZVPD basis set.

Results
E_HOMO, Eh: -0.290
Energy relative to the best compared isomer or geometry (same formula, charge and spin), kcal/mol: 494.5
LUMO, eV: -0.47
Orbital gap, eV: 7.41
DFT total energy, hartree: -1513.2700

Geometry as ORCA input:
```
! RIJCOSX wB97M-V def2-TZVPD def2/J DEFGRID3
* xyz 0 1
O -4.338 -2.857 -1.674
C -3.732 -1.869 -1.295
N -4.317 -0.540 -1.559
C -4.004 0.615 -1.211
C -2.724 0.948 -1.429
C -2.454 2.316 -0.831
C -3.456 3.145 -0.247
C -4.709 2.884 -0.477
C -5.058 1.602 -0.829
F -6.254 1.125 -0.680
H -5.530 3.719 0.007
H -3.199 4.366 -0.210
H -1.345 2.523 -1.081
F -1.757 0.430 -1.751
H -5.427 -0.715 -2.032
C -2.723 -1.875 -0.361
C -1.524 -2.716 -0.880
N -0.369 -2.454 -0.369
C -0.023 -1.443 0.475
N 1.142 -1.224 0.990
C 2.159 -2.066 0.141
H 1.708 -2.976 0.243
C 2.611 -1.337 -1.061
N 2.985 -0.037 -0.746
C 4.350 0.438 -0.942
N 4.628 1.464 -0.096
C 5.786 1.697 0.092
C 6.943 1.357 -0.337
C 6.638 -0.062 -0.833
C 5.476 -0.539 -1.078
H 5.307 -1.329 -1.708
H 7.536 -0.627 -1.410
H 7.924 1.632 -0.109
H 5.825 2.711 0.574
C 1.969 0.638 -0.310
H 2.413 1.922 -0.143
C 1.613 0.117 0.872
H 0.772 0.726 1.722
H 2.422 0.182 1.743
H 1.022 0.826 -0.892
H 3.478 -2.129 -1.417
H 1.605 -1.373 -1.538
H 2.973 -2.120 0.934
C -1.270 -1.144 1.321
C -1.183 -0.389 2.507
C -2.009 -0.031 3.245
C -3.359 -0.158 2.734
C -3.488 -0.787 1.508
C -2.492 -1.038 0.636
H -4.748 -0.714 1.130
H -4.268 0.370 3.193
H -2.021 0.497 4.193
H 0.080 -0.397 2.952
H -1.582 -3.303 -1.681
*
```


# 2
C25H21F3N10PReS as an isolated structure, computed with ωB97M-V with the def2-TZVPD basis set.

Results
E_HOMO (spin up / spin down), Eh: -0.622 / -0.624
LUMO (spin up / spin down), eV: -9.05 / -10.62
Orbital gap (spin up / spin down), eV: 7.87 / 6.35
DFT total energy, hartree: -2629.4726
Expectation value of S²: 3.773

Geometry as ORCA input:
```
! RIJCOSX wB97M-V def2-TZVPD def2/J DEFGRID3
* xyz 3 4
Re 0.473 -0.175 0.194
C -3.889 -1.236 3.507
N -2.758 -1.497 2.660
C -2.067 -2.665 2.621
C -1.024 -2.479 1.758
N -1.072 -1.204 1.280
C -2.153 -0.625 1.839
P -2.708 1.114 1.579
C -1.071 1.813 2.055
N 0.142 1.392 1.643
C 1.054 2.118 2.348
C 0.391 2.974 3.181
N -0.934 2.768 2.987
C -1.998 3.458 3.668
C -2.406 1.139 -0.232
N -1.298 0.679 -0.829
C -1.475 0.835 -2.164
C -2.701 1.401 -2.376
N -3.266 1.599 -1.158
C -4.541 2.231 -0.955
H -4.568 -2.087 3.485
H -4.425 -0.349 3.166
H -3.553 -1.085 4.537
H -2.333 -3.526 3.202
H -0.259 -3.176 1.477
H 2.114 1.976 2.267
H 0.776 3.684 3.887
H -1.577 4.209 4.334
H -2.587 2.762 4.266
H -2.654 3.960 2.954
H -0.724 0.552 -2.876
H -3.190 1.668 -3.290
H -4.664 3.021 -1.697
H -4.602 2.666 0.041
H -5.354 1.512 -1.083
S 5.374 -2.214 -5.266
N 5.360 -0.974 -4.250
C 4.271 -1.004 -3.490
C 3.895 -0.071 -2.474
C 4.671 1.032 -2.095
C 4.170 1.884 -1.129
C 2.930 1.617 -0.559
N 2.202 0.541 -0.856
C 2.676 -0.307 -1.802
C 1.872 -1.466 -2.088
N 0.756 -1.631 -1.337
C -0.029 -2.677 -1.596
C 0.248 -3.615 -2.588
C 1.381 -3.464 -3.363
C 2.227 -2.377 -3.107
C 3.447 -2.128 -3.810
N 3.985 -2.852 -4.786
H 5.630 1.188 -2.569
H 4.733 2.746 -0.800
H 2.507 2.298 0.164
H -0.917 -2.782 -0.986
H -0.416 -4.455 -2.732
H 1.637 -4.150 -4.156
F 2.256 -2.201 1.200
C 1.823 -0.994 1.609
F 1.295 -1.149 2.835
F 2.916 -0.223 1.758
*
```


# 3
One molecule with the formula C25H21NS, computed with ωB97M-V with the def2-TZVPD basis set.

Results
SMILES: Cc1ccc(Cn2c(-c3ccccc3)cc(-c3ccccc3)cc2=S)cc1
E_HOMO, Eh: -0.279
Energy relative to the best compared isomer or geometry (same formula, charge and spin), kcal/mol: 0.0
LUMO, eV: -0.13
Orbital gap, eV: 7.45
DFT total energy, hartree: -1418.1982

Geometry as ORCA input:
```
! RIJCOSX wB97M-V def2-TZVPD def2/J DEFGRID3
* xyz 0 1
C 1.859 5.479 -1.229
C 2.020 3.987 -1.318
C 2.353 3.254 -0.156
C 2.385 1.864 -0.178
C 2.086 1.183 -1.367
C 2.117 -0.327 -1.452
N 1.283 -0.961 -0.372
C -0.147 -0.883 -0.417
C -0.881 -0.417 -1.607
C -1.563 0.796 -1.670
C -2.257 1.111 -2.836
C -2.275 0.251 -3.932
C -1.604 -0.966 -3.868
C -0.894 -1.269 -2.705
C -0.882 -1.288 0.662
C -0.320 -1.929 1.873
C -1.168 -2.441 2.992
C -2.321 -1.769 3.443
C -3.054 -2.217 4.554
C -2.658 -3.386 5.202
C -1.529 -4.121 4.744
C -0.757 -3.615 3.682
C 1.054 -2.049 1.877
C 1.876 -1.544 0.781
S 3.554 -1.574 0.989
C 1.724 1.928 -2.486
C 1.699 3.305 -2.478
H 2.152 5.888 -2.195
H 0.840 5.733 -0.976
H 2.481 5.907 -0.451
H 2.589 3.779 0.787
H 2.616 1.301 0.703
H 1.778 -0.666 -2.431
H 3.182 -0.610 -1.355
H -1.499 1.459 -0.805
H -2.787 2.063 -2.885
H -2.800 0.475 -4.865
H -1.603 -1.626 -4.748
H -0.405 -2.218 -2.611
H -1.958 -1.173 0.581
H -2.626 -0.800 2.963
H -3.916 -1.636 4.944
H -3.231 -3.766 6.057
H -1.186 -5.025 5.257
H 0.132 -4.161 3.420
H 1.553 -2.582 2.674
H 1.503 1.405 -3.414
H 1.486 3.849 -3.375
*
```


# 4
C25H22BHoN8O5S as an isolated structure, computed with ωB97M-V with the def2-TZVPD basis set.

Results
E_HOMO (spin up / spin down), Eh: -0.309 / -0.309
Energy relative to the best compared isomer or geometry (same formula, charge and spin), kcal/mol: 25.3
LUMO (spin up / spin down), eV: 0.13 / 0.15
Orbital gap (spin up / spin down), eV: 8.53 / 8.57
DFT total energy, hartree: -3151.4538
Expectation value of S²: 6.004

Geometry as ORCA input:
```
! RIJCOSX wB97M-V def2-TZVPD def2/J DEFGRID3
* xyz 0 5
Ho 0.397 2.204 0.384
C 4.631 4.082 0.901
C 3.236 4.190 0.891
N 2.681 2.989 0.770
N 3.692 2.095 0.694
C 4.873 2.729 0.768
B 3.415 0.615 0.422
N 2.453 0.059 1.518
C 2.482 -1.174 2.040
C 1.474 -1.283 2.983
C 0.847 -0.041 2.952
N 1.439 0.769 2.077
N 2.748 0.478 -0.984
C 2.964 -0.483 -1.888
C 2.136 -0.265 -2.976
C 1.424 0.882 -2.636
N 1.793 1.329 -1.435
H 5.354 4.877 0.990
H 2.610 5.066 0.957
H 5.799 2.176 0.719
H 4.434 -0.025 0.434
H 3.232 -1.886 1.728
H 1.235 -2.138 3.595
H -0.004 0.305 3.520
H 3.702 -1.251 -1.709
H 2.066 -0.847 -3.881
H 0.661 1.400 -3.196
C -3.821 1.286 0.882
C -3.332 2.686 0.764
N -2.073 3.070 0.672
C -2.082 4.449 0.596
C -3.361 4.901 0.638
N -4.130 3.774 0.755
C -4.029 6.226 0.598
O -3.259 7.275 0.412
O -5.232 6.275 0.705
C -0.800 5.169 0.423
O -0.759 6.393 0.467
O 0.207 4.383 0.233
H -2.991 0.607 0.702
H -4.607 1.087 0.152
H -4.228 1.100 1.878
H -5.138 3.809 0.808
H -2.305 7.006 0.300
C -2.156 -8.785 -2.074
C -1.972 -7.344 -1.657
O -2.855 -6.534 -1.668
S -0.266 -6.961 -1.223
C -0.378 -5.217 -0.935
C -0.198 -4.326 -1.989
C -0.283 -2.961 -1.766
C -0.548 -2.463 -0.485
C -0.727 -3.369 0.562
C -0.643 -4.735 0.340
C -0.625 -1.042 -0.251
C -0.688 0.162 -0.047
H -3.081 -9.168 -1.646
H -1.314 -9.409 -1.774
H -2.246 -8.813 -3.162
H 0.009 -4.707 -2.981
H -0.142 -2.259 -2.579
H -0.932 -2.988 1.554
H -0.788 -5.432 1.157
*
```